# 1
A gas-phase ion, C10H21ClFN2 (charge +1), computed with ωB97M-V with the def2-TZVPD basis set.

SMILES: FCCCN1CC[NH2+][C@H](CCCCl)C1
Strongest force on any atom (eV/A): 0.5
LUMO (Ha): -0.1032
Net charge: +1
Molar mass (g mol⁻¹): 223.7
Orbital gap (eV): 9.66

Positions of all 35 atoms, in Å:
1 F 2.8947 2.1237 1.0313
2 C 3.6068 1.3676 0.0773
3 C 3.0351 -0.0395 0.0554
4 C 1.8118 -0.0954 -0.8508
5 N 0.9834 -1.3090 -0.7632
6 C 1.0125 -2.0702 0.4706
7 C 0.2216 -1.4333 1.6159
8 N -1.1880 -1.2366 1.1327
9 C -1.2172 -0.3542 -0.0971
10 C -2.6583 -0.0584 -0.4951
11 C -2.8914 1.3847 -0.9538
12 C -2.2416 2.4361 -0.0701
13 Cl -2.5447 2.0991 1.6673
14 C -0.3880 -1.0705 -1.1653
15 H 4.6610 1.3806 0.3576
16 H 3.4876 1.8768 -0.8844
17 H 3.7981 -0.7501 -0.2729
18 H 2.7844 -0.2773 1.0914
19 H 2.1588 -0.0128 -1.8849
20 H 1.2037 0.8034 -0.6597
21 H 0.5775 -3.0574 0.2659
22 H 2.0344 -2.2516 0.7918
23 H 0.2026 -2.0701 2.4997
24 H 0.5865 -0.4409 1.8863
25 H -1.5761 -2.1512 0.8862
26 H -1.7844 -0.8246 1.8540
27 H -0.6961 0.5441 0.2363
28 H -3.3185 -0.2465 0.3566
29 H -2.9662 -0.7499 -1.2841
30 H -2.5374 1.5359 -1.9782
31 H -3.9688 1.5538 -0.9700
32 H -1.1614 2.4918 -0.1901
33 H -2.6508 3.4219 -0.2759
34 H -0.4080 -0.4855 -2.0875
35 H -0.8637 -2.0343 -1.3933

---

# 2
3 unconnected molecules or ions with the total composition C10H21ClNO3, computed with ωB97M-V with the def2-TZVPD basis set.

Strongest force on any atom (eV/A): 4.9
LUMO (Ha): 0.0304
Net charge: -1
Molar mass (g mol⁻¹): 238.7
Orbital gap (eV): 4.06

Positions of all 36 atoms, in Å:
1 C -24.4070 2.5564 23.3846
2 C -23.1239 3.3628 23.7033
3 C -23.4815 4.7570 24.2550
4 N -22.3229 5.8577 24.3085
5 C -21.4000 5.6903 25.5339
6 C -20.2296 6.7363 25.4807
7 C -20.8593 8.1771 25.5945
8 C -22.0355 8.3901 24.5724
9 C -23.0332 7.2183 24.3436
10 C -21.5618 5.8285 22.9361
11 H -24.2248 1.4870 23.2783
12 H -24.7524 2.9634 22.4343
13 H -25.2388 2.5667 24.0889
14 H -22.5033 3.3027 22.8093
15 H -22.5735 2.9205 24.5337
16 H -23.9059 4.7289 25.2586
17 H -24.2715 5.2596 23.6971
18 H -21.9885 5.8216 26.4419
19 H -20.9679 4.6956 25.6429
20 H -19.3861 6.6462 26.1652
21 H -19.6334 6.7329 24.5682
22 H -21.3388 8.3442 26.5590
23 H -20.1309 8.9644 25.4004
24 H -22.5996 9.2742 24.8695
25 H -21.7741 8.6426 23.5448
26 H -23.5983 7.0738 25.2644
27 H -23.7009 7.5068 23.5318
28 H -20.9191 4.9750 23.1520
29 H -20.8921 6.6884 22.9211
30 H -22.2356 5.6719 22.0937
31 Cl -25.8660 5.6949 29.6937
32 O -20.2692 5.2323 31.4141
33 C -19.3192 5.9949 31.9234
34 O -19.2900 7.1284 31.5190
35 O -18.5123 5.5106 32.7258
36 H -20.7354 5.8827 30.8838